w | Density functional theory data (ωB97M-V/def2-TZVPD) for a single C6H4O molecule.

Properties
highest occupied orbital energy = -0.3834 Ha
Kohn-Sham gap = 9.357 eV

Last column: Löwdin charge in e.
Positions of all 11 atoms, in Å:
C1 1.0852 0.2595 -1.5009  -0.045
C2 -0.2517 0.2746 -0.7912  -0.395
C3 -1.2496 1.0582 -1.1131  0.279
C4 -0.4224 -0.7557 0.2958  -0.420
O1 -0.1097 -1.9052 0.0859  0.127
C5 -0.8533 -0.2674 1.5980  -0.022
C6 -1.1039 0.1150 2.7171  0.168
H1 1.1241 1.0578 -2.2447  0.080
H2 1.2236 -0.7129 -1.9816  0.090
H3 1.8869 0.4021 -0.7657  0.094
H4 -1.3293 0.4741 3.7002  0.044

x | Density functional theory data (ωB97M-V/def2-TZVPD) for a single C6H4O molecule.

Properties
highest occupied orbital energy = -0.3655 Ha
Kohn-Sham gap = 8.586 eV

Last column: Löwdin charge in e.
Positions of all 11 atoms, in Å:
C1 -1.7830 0.6924 0.0298  -0.028
C2 -0.4391 -1.8670 -1.8062  0.089
C3 0.0261 -1.0566 -0.9470  -0.201
C4 0.3920 -0.1680 0.0026  -0.342
O1 -0.4386 0.7041 0.5463  -0.025
C5 1.7361 -0.1092 0.4969  -0.022
C6 2.8921 -0.1308 0.8335  0.183
H1 -1.7842 1.1401 -0.9672  0.107
H2 -2.3732 1.2830 0.7278  0.097
H3 -2.1494 -0.3338 -0.0408  0.092
H4 3.9212 -0.1542 1.1244  0.049

y | Density functional theory data (ωB97M-V/def2-TZVPD) for a single C6H4O molecule.

Properties
SMILES string = C#Cc1ccco1
highest occupied orbital energy = -0.3314 Ha
Kohn-Sham gap = 9.338 eV

Last column: Löwdin charge in e.
Positions of all 11 atoms, in Å:
C1 3.1239 -0.4325 -0.1501  0.024
C2 1.8839 -0.4277 -0.0311  -0.055
C3 0.4870 -0.2745 0.0703  -0.314
C4 -0.2414 0.8359 0.3746  -0.002
C5 -1.6024 0.4663 0.1703  -0.050
C6 -1.5825 -0.8369 -0.2137  -0.102
O1 -0.3175 -1.2972 -0.3066  0.059
H1 2.9095 0.6491 -0.4719  0.080
H2 0.1616 1.7901 0.6875  0.123
H3 -2.4730 1.0913 0.2993  0.107
H4 -2.3491 -1.5640 -0.4285  0.128

Of them, the most stable is y and the least stable is x.

w | Density functional theory data (ωB97M-V/def2-TZVPD) for C23H14Cl4I2MoN5O8S as an isolated structure.

Properties
charge = -1
highest occupied orbital energy (alpha / beta) = -0.1693 / -0.1677 Ha
Kohn-Sham gap (alpha / beta) = 5.125 / 5.080 eV

Last column: Löwdin charge in e.
Positions of all 58 atoms, in Å:
Mo1 -0.4397 -0.1643 -0.2537  1.304
C1 3.9464 1.2061 3.4808  -0.043
N1 2.5183 1.2298 3.6385  -0.121
C2 1.8352 1.0320 4.8092  -0.067
C3 0.5210 1.1709 4.5563  -0.043
N2 0.3719 1.4581 3.2085  0.017
C4 1.6296 1.4746 2.6394  -0.709
S1 2.0437 1.7925 1.0619  0.759
C5 -0.7799 1.9419 2.5991  -0.261
C6 -1.8241 2.4662 3.3682  0.004
C7 -2.8029 3.2126 2.7423  -0.049
C8 -2.6770 3.4599 1.3767  -0.040
C9 -1.6651 2.8280 0.6846  -0.113
N3 -0.7718 2.0131 1.2583  0.043
H1 4.3682 2.2027 3.6305  0.098
H2 4.1873 0.8817 2.4692  0.061
H3 4.3881 0.5264 4.2083  0.090
H4 2.3305 0.7646 5.7196  0.128
H5 -0.3090 1.0425 5.2138  0.118
H6 -1.8457 2.3144 4.4353  0.098
H7 -3.6175 3.6380 3.3086  0.108
H8 -3.3573 4.1240 0.8678  0.111
H9 -1.5269 3.0007 -0.3750  0.120
Cl1 -6.5703 2.0611 -2.0186  0.641
C10 -4.8755 1.7919 -2.0410  -0.731
C11 -4.1017 2.2954 -3.0831  -0.717
Cl2 -4.8546 3.1869 -4.3418  0.654
C12 -2.7203 2.1159 -3.1170  -0.621
Cl3 -1.7742 2.7901 -4.3856  0.688
C13 -2.0817 1.4043 -2.0939  -0.488
O1 -0.8240 1.2125 -1.9436  -0.219
C14 -2.8988 0.8758 -1.0393  -0.419
O2 -2.1747 0.2502 -0.1394  -0.427
C15 -4.2695 1.0697 -1.0131  -0.621
Cl4 -5.1758 0.4404 0.3072  0.698
I1 -0.1474 -3.4134 1.3627  0.664
C16 -0.9721 -1.4088 1.4826  -0.765
H10 -0.6890 -1.1115 2.4994  -0.070
H11 -2.0525 -1.6063 1.5130  -0.040
I2 -1.1965 -2.0210 -2.1005  0.224
O3 2.9259 -0.8924 -1.8703  0.144
C17 2.4450 -1.0051 -0.7651  -0.508
O4 1.2218 -0.5651 -0.4907  -0.435
C18 3.1431 -1.6136 0.3944  -0.104
C19 2.5771 -1.5302 1.6602  -0.031
C20 3.2679 -2.0121 2.7745  -0.157
C21 4.5254 -2.5901 2.6275  0.110
C22 5.0680 -2.6865 1.3529  -0.124
C23 4.3963 -2.2018 0.2272  0.120
N4 6.3558 -3.2758 1.1918  -0.351
O5 6.8120 -3.3497 0.0596  0.085
O6 6.9376 -3.6661 2.1970  0.073
N5 2.6880 -1.8638 4.0468  -0.316
O7 3.4140 -1.9571 5.0434  0.060
O8 1.4808 -1.5810 4.1087  0.042
H12 1.6313 -1.0304 1.8213  0.058
H13 5.0710 -2.9402 3.4894  0.132
H14 4.8476 -2.2640 -0.7511  0.139

x | Density functional theory data (ωB97M-V/def2-TZVPD) for C23H14Cl4I2MoN5O8S as an isolated structure.

Properties
charge = -1
highest occupied orbital energy = -0.1782 Ha
Kohn-Sham gap = 5.655 eV

Last column: Löwdin charge in e.
Positions of all 58 atoms, in Å:
Mo1 -0.1682 1.9447 0.6965  1.335
C1 -1.6023 -4.4090 -2.4997  -0.049
N1 -1.4422 -4.1181 -1.0963  -0.136
C2 -1.0517 -5.0134 -0.1183  -0.055
C3 -0.9871 -4.3509 1.0438  -0.048
N2 -1.3192 -3.0221 0.7943  0.006
C4 -1.6188 -2.8768 -0.5544  -0.743
S1 -2.2160 -1.5537 -1.3550  0.679
C5 -1.1827 -1.9852 1.7456  -0.267
C6 -1.5847 -2.1912 3.0604  0.000
C7 -1.4493 -1.1414 3.9515  -0.051
C8 -0.8980 0.0557 3.5376  -0.026
C9 -0.4953 0.1566 2.2104  -0.275
N3 -0.6337 -0.8486 1.3451  0.131
H1 -2.0361 -5.3998 -2.6251  0.090
H2 -0.6395 -4.3702 -3.0148  0.094
H3 -2.2618 -3.6556 -2.9252  0.044
H4 -0.8538 -6.0463 -0.3409  0.120
H5 -0.6620 -4.6830 2.0121  0.120
H6 -1.9927 -3.1452 3.3642  0.110
H7 -1.7688 -1.2633 4.9779  0.110
H8 -0.7633 0.8859 4.2166  0.114
H9 0.3928 0.8642 1.9559  -0.011
Cl1 -0.3396 8.7192 1.4086  0.655
C10 -0.3517 7.0223 1.6971  -0.704
C11 -0.3326 6.5505 3.0100  -0.715
Cl2 -0.3089 7.6538 4.3339  0.642
C12 -0.3250 5.1758 3.2561  -0.614
Cl3 -0.3166 4.5438 4.8592  0.690
C13 -0.3244 4.3020 2.1871  -0.346
O1 -0.3019 2.9767 2.2347  -0.334
C14 -0.3365 4.7695 0.8468  -0.393
O2 -0.3112 3.8190 -0.0377  -0.295
C15 -0.3723 6.1426 0.6125  -0.611
Cl4 -0.4162 6.7142 -1.0074  0.703
I1 -3.2067 2.8039 -0.9578  0.661
C16 -2.3347 1.7430 0.7149  -0.758
H10 -2.7014 0.7276 0.5745  -0.080
H11 -2.8387 2.1606 1.5862  -0.031
I2 2.6871 2.1685 0.8125  0.019
O3 -0.0145 1.6326 -3.0709  0.147
C17 0.3768 0.9688 -2.1564  -0.490
O4 -0.0045 1.2313 -0.8949  -0.360
C18 1.3489 -0.1536 -2.3400  -0.092
C19 1.7439 -0.9800 -1.2957  0.064
C20 2.5940 -2.0537 -1.5526  -0.109
C21 3.1032 -2.2758 -2.8216  0.093
C22 2.7339 -1.4127 -3.8347  -0.114
C23 1.8487 -0.3670 -3.6163  0.102
N4 3.2753 -1.6261 -5.1671  -0.354
O5 2.9953 -0.8228 -6.0328  0.091
O6 3.9777 -2.6049 -5.3462  0.075
N5 2.9181 -2.9813 -0.4949  -0.352
O7 3.5721 -3.9683 -0.7766  0.074
O8 2.5104 -2.7489 0.6239  0.087
H12 1.3694 -0.8367 -0.2933  0.088
H13 3.7772 -3.0967 -3.0107  0.131
H14 1.5398 0.2694 -4.4327  0.139

Of them, the most stable is x and the least stable is w.

w | Density functional theory data (ωB97M-V/def2-TZVPD) for a 7-piece molecular cluster, BH16O6 overall.

Properties
charge = -1
highest occupied orbital energy = -0.2344 Ha
Kohn-Sham gap = 9.560 eV

Last column: Löwdin charge in e.
Positions of all 23 atoms, in Å:
B1 -20.0504 -45.8880 38.2266  -0.423
H1 -20.8756 -46.1422 39.1079  -0.033
H2 -20.4184 -46.4845 37.3122  -0.100
H3 -20.0671 -44.7607 38.0860  -0.080
H4 -18.9641 -46.2351 38.6290  -0.040
O1 -19.8961 -48.9812 39.7954  -0.113
H5 -19.9276 -48.0989 39.4635  -0.065
H6 -18.9940 -49.4010 39.5178  0.086
O2 -22.6858 -48.1829 36.6927  -0.110
H7 -21.7729 -47.6585 36.9661  0.086
H8 -22.9964 -48.8033 37.2655  -0.055
O3 -18.1696 -46.7834 35.0309  -0.075
H9 -18.3381 -46.5152 35.8954  -0.039
H10 -18.7414 -47.6036 34.8165  0.092
O4 -19.3506 -43.6078 41.2288  -0.005
H11 -19.7544 -44.2101 40.5089  0.072
H12 -18.8722 -43.0273 40.8730  -0.112
O5 -20.9946 -45.5340 34.1180  -0.069
H13 -21.2415 -44.5984 34.4099  0.079
H14 -20.6726 -45.8053 34.9371  -0.050
O6 -22.7197 -43.4405 39.5038  -0.096
H15 -22.2817 -44.1732 39.1528  -0.054
H16 -22.8005 -43.6290 40.5289  0.102

x | Density functional theory data (ωB97M-V/def2-TZVPD) for a 7-piece molecular cluster, BH16O6 overall.

Properties
charge = -1
highest occupied orbital energy = -0.2255 Ha
Kohn-Sham gap = 9.383 eV

Last column: Löwdin charge in e.
Positions of all 23 atoms, in Å:
B1 -0.5162 0.7631 0.4896  -0.390
H1 -0.0685 1.8082 0.5031  -0.080
H2 0.0760 0.0407 -0.4550  0.016
H3 -0.3748 0.1956 1.5870  -0.030
H4 -1.6147 0.9195 0.3161  -0.073
O1 2.2521 -1.3354 1.1833  -0.161
H5 2.9773 -0.7534 0.6586  0.090
H6 1.4909 -0.7348 1.0728  -0.044
O2 3.0749 -0.4502 -1.6194  0.056
H7 2.5273 0.1562 -1.8136  -0.135
H8 2.6789 -1.2333 -1.7373  -0.012
O3 -2.2875 -2.3474 0.2447  0.090
H9 -2.2939 -2.5794 -0.5418  -0.105
H10 -1.6282 -1.7524 0.2598  -0.044
O4 1.9761 1.8239 -2.0918  -0.060
H11 1.3550 2.1671 -1.4206  0.049
H12 1.6337 2.1079 -2.9543  0.061
O5 -1.9373 -0.1240 -2.1438  -0.049
H13 -1.6001 0.2165 -1.2751  -0.039
H14 -2.7512 -0.3371 -2.3133  -0.083
O6 -1.7469 0.7532 4.2039  0.074
H15 -1.7406 -0.0560 4.4750  -0.061
H16 -1.4823 0.7516 3.3721  -0.070

Of them, the most stable is w and the least stable is x.

w | Density functional theory data (ωB97M-V/def2-TZVPD) for a single C4H2FIO molecule.

Properties
highest occupied orbital energy (alpha / beta) = -0.3243 / -0.3252 Ha
Kohn-Sham gap (alpha / beta) = 8.048 / 7.788 eV

Last column: Löwdin charge in e.
Positions of all 9 atoms, in Å:
C1 -0.4037 0.0597 -1.1295  -0.162
C2 1.0485 -0.9014 0.4688  -0.337
C3 -1.0795 0.9229 -0.4394  -0.108
C4 0.8878 -0.2698 1.5800  -0.502
O1 0.5819 -0.7928 -0.7713  -0.034
F1 -1.9095 1.9516 -0.6923  0.035
I1 -0.4836 0.8712 2.6180  0.879
H1 -0.4951 -0.2791 -2.1337  0.130
H2 1.8534 -1.5623 0.4995  0.100

x | Density functional theory data (ωB97M-V/def2-TZVPD) for C4H2FIO as an isolated structure.

Properties
highest occupied orbital energy = -0.3319 Ha
Kohn-Sham gap = 9.427 eV

Last column: Löwdin charge in e.
Positions of all 9 atoms, in Å:
C1 1.1954 0.6584 0.0066  -0.116
C2 0.0060 -1.2726 -0.0005  -0.253
C3 -0.0083 1.1999 0.0028  -0.144
C4 -1.0423 -0.4658 0.0007  -0.650
O1 1.2399 -0.7031 -0.0021  -0.037
F1 -0.5057 2.4104 -0.0038  0.089
I1 -3.0820 -0.6148 -0.0009  0.855
H1 2.1607 1.1375 -0.0068  0.132
H2 0.0363 -2.3497 0.0040  0.123

Of them, the most stable is x and the least stable is w.